No. 1
Computed, not measured: a structure of composition C18H33HfNO4Si3 in a non-equilibrium geometry, with wB97M-V/def2-TZVPD.

The geometry in XYZ format:
```
60
Properties=species:S:1:pos:R:3:forces:R:3
Hf -1.491159 0.751369 -0.046726 0.912 0.626 -0.471
C -2.963521 -1.720819 -1.500023 -0.351 -2.515 -0.491
O -1.862828 -0.836692 -1.292760 0.437 0.491 -1.023
Si -0.116746 -1.169178 -1.581125 1.351 -1.556 -1.281
C 0.270747 -1.946577 -3.337902 0.188 0.344 0.536
C 0.234760 -2.591101 -0.319490 0.162 0.874 -0.192
C 0.416467 0.605367 -1.100593 -0.494 -0.966 0.454
Si 1.976308 0.452438 -0.033505 1.925 -1.037 1.347
C 1.634131 -0.546335 1.614220 0.953 0.382 -0.525
C 2.845198 2.121873 0.413313 -0.153 -1.146 -0.660
C 3.327940 -0.741597 -0.658284 0.274 -0.205 -0.280
Si 0.623825 1.988200 -2.397822 0.115 1.238 -0.634
C 0.524107 3.678645 -1.459820 -0.751 -0.450 -1.139
C -0.876078 1.928695 -3.596094 -0.131 0.610 -0.048
C 2.216169 2.028681 -3.467865 -1.171 -1.426 0.868
H -3.848815 -1.302596 -1.960508 0.163 0.859 -0.021
H -3.196574 -2.135030 -0.540312 -0.431 -0.190 0.506
H -2.712914 -2.607270 -2.142544 0.329 1.009 0.417
H 1.369940 -1.872147 -3.513076 -0.585 0.164 0.337
H -0.199984 -1.596007 -4.277817 -0.006 0.041 0.778
H 0.095607 -3.031991 -3.239299 -0.155 0.388 -0.003
H -0.586266 -3.286603 -0.419001 -0.231 -0.515 -0.430
H 0.139778 -2.272789 0.740688 0.399 -0.196 -0.775
H 1.210302 -3.121969 -0.537017 -1.145 0.671 0.416
H 2.492802 -0.210742 2.219751 -0.246 -0.035 0.040
H 1.793068 -1.656387 1.494375 -0.431 1.373 0.152
H 0.751299 -0.267837 2.188082 -0.064 -0.385 0.083
H 2.166242 2.615417 1.062155 -0.719 0.970 0.558
H 3.133946 2.773849 -0.419051 -0.184 -0.236 0.158
H 3.739659 1.959424 1.021373 -0.035 -0.378 -0.199
H 3.832137 -0.448985 -1.601924 -0.066 -0.026 0.628
H 2.951722 -1.768453 -0.834107 0.048 0.471 0.103
H 4.089275 -0.854476 0.176692 -0.778 0.354 -1.011
H -0.100433 3.552298 -0.580201 -0.400 0.329 0.285
H 0.181600 4.558342 -2.075473 0.127 -1.036 0.531
H 1.480846 3.938973 -1.073868 0.839 0.209 0.271
H -1.707492 1.219220 -3.473059 0.203 0.002 0.141
H -0.462203 1.695759 -4.578762 -0.044 -0.074 -0.080
H -1.300092 2.950984 -3.741270 0.162 -0.511 0.120
H 3.076052 1.732265 -2.897058 0.513 -0.123 0.442
H 2.402563 3.013616 -3.821510 -0.055 0.898 -0.434
H 2.148431 1.317130 -4.291092 -0.051 0.138 -0.149
O -2.577030 2.253220 -1.023984 -2.867 0.444 0.394
H -2.235504 2.508021 -1.901253 -0.201 0.322 -0.466
H -3.590976 2.432597 -0.921722 2.467 -0.103 -0.538
O -2.944743 -2.710612 1.597994 0.456 1.486 0.389
C -2.502893 -1.705887 2.111152 0.289 -2.233 2.152
N -2.269608 -0.494488 1.495691 0.395 2.935 -1.043
C -1.688107 0.427199 2.353640 0.792 -1.720 1.418
O -1.319109 1.570568 1.890477 -0.534 -0.823 -0.215
C -1.350291 -0.230525 3.620923 -1.140 -1.209 0.616
C -0.611779 0.099665 4.751777 1.118 -0.550 0.792
C -0.475829 -0.886694 5.792372 0.091 0.006 -0.902
C -1.145113 -2.134509 5.712335 0.524 1.384 -0.404
C -1.845785 -2.467648 4.561359 -1.330 -0.419 -1.049
C -1.941124 -1.532794 3.548931 0.050 0.648 -0.979
H 0.024298 1.001996 4.777760 -0.696 -0.407 0.172
H 0.269626 -0.741114 6.597484 -0.857 0.198 -0.437
H -1.096927 -2.860140 6.496480 0.260 -0.138 0.449
H -2.398941 -3.425838 4.416880 0.764 0.743 0.330
```
Positions in Å, forces in eV/Å.

Values from the calculation:
- Kohn-Sham gap: 7.96 eV
- Maximum force: 3.1 eV/A
- Energy: -53811.0515 eV
- LUMO energy: -7.3 eV
- Charge: +2
- ΔE to the lowest compared entry with this formula, charge and spin: 0.6181 eV

No. 2
Computed, not measured: a cluster of 3 separate species, C18H33IO3 in total in a non-equilibrium geometry, with wB97M-V/def2-TZVPD.

The geometry in XYZ format:
```
55
Properties=species:S:1:pos:R:3:forces:R:3
C 5.811749 -0.841746 -3.216147 0.204 -0.338 0.095
C 4.994445 0.202733 -4.219893 0.479 -2.168 0.185
C 3.521572 -0.448720 -4.120779 -3.280 0.474 4.418
C 2.621339 -0.342082 -2.896664 2.261 -1.155 -6.113
I 2.900560 0.923811 -1.111465 -0.561 -1.574 -1.928
C 1.575696 -1.494868 -3.234227 0.084 -5.196 7.576
O 1.212168 -2.212816 -2.213936 0.623 3.962 -5.252
O 1.574969 -2.197016 -4.515725 3.087 4.582 1.676
C 2.617501 -1.376684 -5.079029 -0.621 4.251 -7.130
O 2.523584 -0.980879 -6.329883 0.959 -3.099 6.733
H 6.902842 -0.966964 -3.601751 -1.888 0.349 0.923
H 5.778384 -0.447675 -2.120973 0.206 -0.674 -2.030
H 5.326490 -1.918406 -3.187924 0.940 2.267 -0.262
H 5.525236 0.096789 -5.276067 -1.694 0.408 2.149
H 5.116452 1.280236 -3.781642 -0.778 -2.077 -1.029
C 1.717763 2.169621 2.313198 -0.023 -0.267 0.022
C 0.384472 2.587261 1.712712 -0.034 0.117 -0.093
C 0.147673 4.098618 1.757270 -0.163 0.049 -0.087
C 0.087012 4.714565 3.159279 0.147 -0.114 0.093
C -0.976464 4.120782 4.087773 0.102 0.232 0.043
C -2.394821 4.323990 3.579962 -0.196 -0.180 0.093
H 1.779888 2.421672 3.374871 0.075 -0.002 -0.089
H 1.848778 1.086296 2.220977 0.059 0.108 0.060
H 2.549141 2.656485 1.792139 -0.001 0.040 0.094
H -0.429136 2.056689 2.220016 0.044 0.060 -0.050
H 0.356585 2.262406 0.666030 -0.087 0.018 0.088
H -0.781524 4.324530 1.219232 0.104 -0.010 0.065
H 0.946967 4.598901 1.195883 -0.053 -0.049 0.031
H -0.091833 5.791334 3.056736 -0.007 -0.070 0.017
H 1.066828 4.617881 3.642142 -0.065 0.023 -0.060
H -0.886823 4.603299 5.069175 0.045 -0.095 -0.102
H -0.793305 3.055175 4.254784 0.045 0.025 -0.033
H -2.616693 5.387331 3.450712 0.011 -0.078 -0.046
H -3.112317 3.914935 4.299200 0.017 0.084 -0.142
H -2.558836 3.815221 2.625810 -0.020 0.083 0.058
C -2.693928 -0.672952 0.314037 -0.059 0.138 0.162
C -1.893074 -1.915506 0.670915 0.091 -0.076 -0.084
C -1.664211 -2.850318 -0.519046 0.103 -0.086 -0.016
C -2.931867 -3.441741 -1.145119 -0.120 0.166 0.065
C -3.824802 -4.234681 -0.186175 -0.023 -0.026 -0.277
C -3.140708 -5.463984 0.389787 -0.102 -0.101 0.248
H -3.700551 -0.925224 -0.028904 0.060 0.051 -0.011
H -2.794686 -0.025699 1.191633 -0.037 0.006 -0.143
H -2.192998 -0.099624 -0.473423 -0.084 -0.056 0.041
H -2.389576 -2.450227 1.488462 0.036 0.006 -0.050
H -0.916743 -1.601544 1.058287 -0.063 -0.083 -0.018
H -0.999495 -3.664257 -0.203476 -0.055 0.098 -0.082
H -1.118081 -2.303991 -1.298519 -0.046 -0.103 0.151
H -2.636031 -4.093058 -1.975902 -0.018 0.027 0.062
H -3.526810 -2.636462 -1.592458 0.061 -0.054 0.018
H -4.718004 -4.559567 -0.734489 0.067 0.090 0.072
H -4.182499 -3.596234 0.627088 0.033 0.034 -0.036
H -2.816238 -6.141247 -0.405614 0.035 0.058 0.065
H -3.835540 -6.011098 1.035778 0.142 -0.010 -0.062
H -2.270502 -5.195291 0.995343 -0.041 -0.062 -0.079
```
Positions in Å, forces in eV/Å.

Values from the calculation:
- Kohn-Sham gap: 8.29 eV
- Maximum force: 9.2 eV/A
- Energy: -33439.5188 eV
- LUMO energy: -1.4 eV
- ΔE to the lowest compared entry with this formula, charge and spin: 4.8576 eV

Look up the maximum force of the first one.
3.1 eV/A

energy of number 2 (C18H33IO3)?
-33439.5188 eV